[1]
{
  "formula": "C47H47CaN7OP2S5",
  "method": "ωB97M-V/def2-TZVPD",
  "elements": ["Ca", "C", "C", "N", "N", "C", "N", "S", "C", "C", "C", "C", "C", "N", "H", "H", "H", "H", "H", "H", "H", "H", "H", "H", "C", "C", "P", "C", "C", "C", "C", "C", "C", "C", "C", "C", "C", "C", "C", "P", "C", "C", "C", "C", "C", "C", "C", "C", "C", "C", "C", "C", "H", "H", "H", "H", "H", "H", "H", "H", "H", "H", "H", "H", "H", "H", "H", "H", "H", "H", "H", "H", "H", "H", "H", "H", "S", "S", "S", "S", "C", "C", "C", "C", "C", "N", "C", "O", "N", "C", "C", "C", "C", "N", "C", "C", "C", "H", "H", "H", "H", "H", "H", "H", "H", "H", "H", "H", "H", "H"],
  "xyz": [[-0.39217, 0.06452, 0.87113], [-0.13315, 2.15927, 5.33877], [-0.36182, 1.84145, 3.89023], [-0.99831, 0.83944, 3.41627], [-1.58529, -0.05096, 4.25184], [-2.36153, -1.05879, 3.75060], [-2.82465, -1.90004, 4.70585], [-2.69085, -1.30033, 2.15142], [0.16295, 2.78998, 2.87390], [0.91067, 3.89931, 3.23030], [1.31160, 4.78406, 2.23584], [0.95051, 4.53131, 0.92891], [0.23058, 3.37407, 0.66415], [-0.15484, 2.52384, 1.60582], [-0.67480, 1.51690, 6.02518], [-0.44121, 3.18355, 5.54847], [0.93050, 2.07585, 5.57286], [-1.34368, -0.05849, 5.23070], [-2.86304, -1.62653, 5.67330], [-3.46671, -2.61082, 4.39875], [1.18233, 4.08042, 4.26048], [1.89591, 5.65850, 2.49005], [1.23486, 5.19269, 0.12323], [-0.06622, 3.10489, -0.34356], [-2.10630, 0.02717, -2.93544], [-3.15183, -0.44362, -1.93275], [-4.64990, 0.61694, -1.82641], [-5.03832, 0.95127, -3.57957], [-4.85926, -0.04129, -4.54268], [-5.26029, 0.16026, -5.85565], [-5.84766, 1.36097, -6.22876], [-6.04029, 2.35317, -5.27683], [-5.64452, 2.14698, -3.96368], [-3.67670, 2.09939, -1.35123], [-3.45108, 2.26364, 0.01624], [-2.60358, 3.25849, 0.48395], [-1.98130, 4.11902, -0.41248], [-2.20638, 3.97247, -1.77421], [-3.04465, 2.96694, -2.23966], [-0.66960, 0.86164, -2.15810], [-0.38142, 2.20066, -3.40823], [-0.69983, 1.99525, -4.75377], [-0.45211, 2.97248, -5.70623], [0.13484, 4.17456, -5.33823], [0.47994, 4.38452, -4.01242], [0.21821, 3.40838, -3.06000], [0.84824, -0.09729, -2.47940], [0.86824, -1.33529, -2.94762], [2.13217, -2.13724, -2.99977], [3.37049, -1.29934, -2.97784], [3.35013, -0.06826, -2.48899], [2.10507, 0.58554, -1.97541], [-2.53887, 0.80581, -3.56696], [-1.79410, -0.77227, -3.60965], [-2.77832, -0.38007, -0.90217], [-3.40933, -1.49369, -2.04586], [-4.40155, -0.98468, -4.26780], [-5.11112, -0.62260, -6.58827], [-6.15525, 1.52208, -7.25388], [-6.50249, 3.29148, -5.55631], [-5.80760, 2.92932, -3.22848], [-3.93342, 1.59164, 0.71775], [-2.43128, 3.36300, 1.54776], [-1.32808, 4.90281, -0.05047], [-1.71694, 4.63031, -2.48179], [-3.18807, 2.85052, -3.30881], [-1.12989, 1.05734, -5.07365], [-0.71038, 2.78857, -6.74132], [0.32906, 4.93677, -6.08166], [0.95449, 5.31020, -3.71436], [0.51647, 3.59539, -2.03253], [-0.04498, -1.85065, -3.21445], [2.12601, -2.84645, -3.82632], [4.29851, -1.75030, -3.30696], [4.26371, 0.51229, -2.42658], [2.11403, 1.62950, -2.29291], [2.15231, 0.61077, -0.11876], [2.23993, -3.13353, -1.44002], [0.36485, -3.86162, -1.14169], [-0.85977, -2.40839, -0.32988], [1.29652, -6.91539, 4.07338], [2.41501, -6.06509, 3.53341], [3.55148, -5.79704, 4.28735], [4.55740, -4.97200, 3.80256], [4.45773, -4.42429, 2.53288], [5.49223, -3.57028, 2.05976], [5.32245, -2.55643, 1.12833], [6.17789, -2.30753, 0.30319], [4.15278, -1.84051, 1.20814], [3.28390, -1.69684, 2.29553], [3.70380, -1.52163, 3.60324], [2.74500, -1.29280, 4.58294], [1.41994, -1.19547, 4.21192], [0.99750, -1.37505, 2.95645], [1.91152, -1.66778, 2.03578], [3.34535, -4.71741, 1.75185], [2.33122, -5.51080, 2.25786], [1.58806, -7.41136, 4.99891], [1.00286, -7.68162, 3.35505], [0.41222, -6.30888, 4.27976], [3.64712, -6.22392, 5.27915], [5.42140, -4.74137, 4.41467], [6.40936, -3.98224, 1.97979], [3.90963, -1.28954, 0.39002], [4.75710, -1.56035, 3.84646], [3.03088, -1.16983, 5.61912], [0.65727, -0.98752, 4.95709], [1.56236, -1.89648, 1.03363], [3.26596, -4.31290, 0.74973], [1.46224, -5.70266, 1.63873]],
  "mulliken_charge": [0.815, -2.050, 0.450, 0.445, -0.653, 0.512, -0.469, -0.364, 0.157, -0.583, -1.270, -0.582, -0.285, 1.484, 0.450, 0.508, 0.397, 0.244, 0.184, 0.238, 0.489, 0.430, 0.638, -0.357, -0.510, -0.357, -0.527, 0.681, -0.304, -0.675, -0.492, -0.599, -0.415, 0.589, -0.744, -0.486, -1.008, -0.645, -0.455, 0.934, 0.463, -0.807, -0.731, -0.771, -0.349, -0.455, 0.749, -2.519, 0.404, -1.225, -0.555, 0.449, 0.030, 1.007, -0.627, 0.600, 0.353, 0.406, 0.395, 0.398, 0.406, 0.455, 0.492, 0.847, 0.806, 0.496, 0.444, 0.452, 0.399, 0.466, 0.241, 0.534, 0.619, 0.451, 0.453, 0.169, -0.542, -0.020, -0.216, -0.108, -1.397, 0.849, -0.781, -0.390, -0.146, -0.067, 0.219, -0.697, 0.272, 0.330, -0.234, -1.194, -0.322, 0.145, -0.063, -0.271, -0.630, 0.362, 0.347, 0.268, 0.305, 0.412, 0.283, -0.288, 0.542, 0.491, 0.369, 0.280, 0.680, 0.449],
  "total_charge": 0,
  "gap_ev": 5.61,
  "e_homo_ev": -6.34,
  "e_above_lowest_ev": 2.151,
  "lumo_energy_ev": -0.73
}


[2]
{
  "formula": "C47H47GeN2O9RbS4SeTe",
  "method": "ωB97M-V/def2-TZVPD",
  "elements": ["Rb", "S", "C", "C", "C", "C", "C", "C", "N", "C", "C", "C", "C", "C", "C", "C", "C", "N", "C", "C", "C", "C", "C", "S", "C", "H", "H", "H", "H", "H", "H", "H", "H", "H", "H", "H", "H", "O", "S", "O", "O", "C", "C", "C", "C", "C", "C", "S", "O", "O", "O", "H", "H", "H", "H", "O", "C", "C", "O", "O", "C", "C", "C", "C", "C", "C", "C", "C", "C", "C", "C", "C", "H", "H", "H", "H", "H", "H", "H", "H", "H", "H", "H", "C", "Ge", "C", "C", "C", "Se", "C", "H", "H", "H", "H", "H", "H", "H", "H", "H", "H", "H", "H", "H", "H", "C", "Te", "C", "H", "H", "H", "H", "H", "H"],
  "xyz": [[0.33686, -1.01214, 0.44962], [7.65761, 1.17482, 1.02140], [8.29873, -0.31791, 1.56458], [7.34514, -1.28705, 1.62358], [6.06571, -0.82465, 1.22753], [6.08035, 0.49530, 0.87565], [4.92630, 1.27543, 0.44424], [3.84690, 0.57358, -0.15756], [2.71041, 1.13045, -0.47141], [2.55669, 2.44558, -0.23852], [3.59648, 3.26174, 0.23183], [3.39358, 4.67953, 0.34179], [2.21282, 5.24227, 0.00990], [1.10499, 4.42925, -0.40815], [-0.15136, 4.96543, -0.73640], [-1.18367, 4.11815, -1.08460], [-0.94029, 2.72617, -0.99843], [0.22702, 2.20842, -0.73213], [1.25521, 3.03382, -0.48397], [-2.47008, 4.60907, -1.57399], [-2.71316, 5.80815, -2.19808], [-4.06141, 5.95464, -2.57770], [-4.80596, 4.86085, -2.23530], [-3.87473, 3.62553, -1.51995], [4.79916, 2.63552, 0.59843], [9.34362, -0.39960, 1.80862], [7.53632, -2.29650, 1.94442], [5.16535, -1.41869, 1.22949], [3.94583, -0.48148, -0.37076], [4.21778, 5.29178, 0.68718], [2.07082, 6.31368, 0.07648], [-0.29550, 6.03950, -0.71950], [-1.74654, 2.02782, -1.18474], [-1.94588, 6.53992, -2.39202], [-4.46104, 6.82411, -3.07756], [-5.85686, 4.70301, -2.40402], [5.59791, 3.22714, 1.03244], [2.82155, -1.24339, 1.56789], [2.43525, -1.74685, 2.87577], [3.22556, -1.20276, 3.96806], [0.99451, -1.67380, 3.09285], [2.82187, -3.52403, 2.88584], [3.10175, -4.01059, 4.16250], [3.40650, -5.34191, 4.38861], [3.44406, -6.21604, 3.31852], [3.16332, -5.74679, 2.04859], [2.84456, -4.41484, 1.80756], [2.47088, -4.06270, 0.06504], [2.42764, -5.37045, -0.57114], [3.55056, -3.21633, -0.43300], [1.17946, -3.39822, 0.07986], [3.09104, -3.30428, 4.97932], [3.61653, -5.68713, 5.39389], [3.68633, -7.26251, 3.46643], [3.16896, -6.41481, 1.19976], [-1.05190, -0.76373, -2.42586], [-2.41690, -0.43360, -2.60075], [-2.97914, -0.13507, -1.14848], [-3.99401, 0.57859, -1.09688], [-2.33066, -0.63774, -0.22459], [-3.19845, -1.61099, -3.19171], [-2.54779, -2.60846, -3.90855], [-3.25155, -3.66536, -4.46051], [-4.62352, -3.75458, -4.29239], [-5.27828, -2.78282, -3.55198], [-4.57437, -1.72489, -3.00324], [-2.54831, 0.81359, -3.47080], [-3.77328, 1.23202, -3.99223], [-3.87916, 2.42113, -4.68760], [-2.76521, 3.23058, -4.87414], [-1.54690, 2.82671, -4.36056], [-1.44198, 1.62954, -3.66840], [-0.63374, -0.91297, -3.28102], [-1.47134, -2.59260, -4.01172], [-2.71647, -4.43281, -5.00664], [-5.17390, -4.58792, -4.71268], [-6.34652, -2.85501, -3.38185], [-5.07528, -0.98994, -2.38758], [-4.65603, 0.63538, -3.82670], [-4.84425, 2.72817, -5.07231], [-2.85334, 4.17247, -5.40109], [-0.66957, 3.44987, -4.47915], [-0.49454, 1.34850, -3.22562], [-2.10805, 0.59062, 7.44234], [-2.68122, 0.58313, 5.56006], [-2.09453, 2.23933, 4.70106], [-4.63850, 0.49743, 5.51187], [-1.93790, -0.95057, 4.63063], [-2.32044, -0.77881, 2.72724], [-1.98879, -2.66606, 2.33869], [-2.52347, 1.45005, 7.96702], [-1.02440, 0.63562, 7.51073], [-2.44219, -0.31401, 7.94773], [-2.58376, 3.10489, 5.14771], [-2.33686, 2.21554, 3.64060], [-1.01666, 2.35518, 4.79579], [-5.07501, 1.35498, 6.01963], [-4.99362, -0.41040, 5.99710], [-4.97960, 0.48581, 4.47889], [-2.40941, -1.86219, 5.00337], [-0.85716, -1.03344, 4.75943], [-2.86055, -3.23822, 2.65866], [-1.08839, -2.96708, 2.86769], [-1.84176, -2.79396, 1.26828], [2.55384, -3.39070, -3.68495], [2.39881, -1.48244, -2.76054], [1.82361, -0.49080, -4.57329], [1.59075, -3.67772, -4.10329], [2.82984, -4.08986, -2.90685], [3.31925, -3.36801, -4.45986], [2.61423, -0.58072, -5.31421], [1.67026, 0.55899, -4.34427], [0.90269, -0.89985, -4.98094]],
  "mulliken_charge": [0.219, -0.225, -0.379, -0.881, -0.157, 0.298, 0.873, -0.898, 0.235, -0.174, 0.887, -1.065, -1.049, 1.091, -1.236, 0.033, -0.231, 0.761, -0.319, 0.443, -0.573, -0.805, -0.496, 0.180, -1.153, 0.420, 0.409, 0.267, 0.478, 0.395, 0.398, 0.478, 0.155, 0.411, 0.389, 0.502, 0.446, 0.158, 0.303, -0.774, -0.097, -0.024, -0.820, -0.645, -0.516, -0.634, -0.125, 1.423, -0.785, -0.650, -0.605, 0.511, 0.372, 0.367, 0.525, 0.797, 2.260, -0.465, -0.692, -0.456, -0.132, -0.676, -0.767, -0.433, -1.003, -0.262, 0.586, -0.423, -0.883, -0.607, -0.594, -0.193, -0.310, 0.423, 0.416, 0.360, 0.380, 0.546, 0.252, 0.382, 0.380, 0.426, 0.336, -1.236, 0.429, -1.080, -1.151, -0.809, -0.138, -0.719, 0.351, 0.360, 0.359, 0.379, 0.320, 0.334, 0.377, 0.343, 0.342, 0.416, 0.293, 0.416, 0.254, 0.122, -0.971, 0.638, -1.232, 0.258, 0.245, 0.335, 0.436, 0.246, 0.323],
  "total_charge": -2,
  "gap_ev": 6.47,
  "e_homo_ev": -2.93,
  "e_above_lowest_ev": 1.055,
  "lumo_energy_ev": 3.54
}


[3]
{
  "formula": "C47H48Cl3IrN12O5S2",
  "method": "ωB97M-V/def2-TZVPD",
  "elements": ["Ir", "C", "N", "C", "N", "C", "N", "C", "C", "C", "C", "C", "C", "C", "N", "N", "C", "O", "C", "C", "C", "C", "C", "C", "N", "C", "N", "C", "N", "C", "H", "H", "H", "H", "H", "H", "H", "H", "H", "H", "H", "H", "H", "H", "H", "H", "C", "C", "C", "C", "N", "N", "H", "H", "H", "H", "H", "H", "H", "H", "H", "H", "H", "H", "C", "C", "C", "C", "C", "C", "C", "S", "O", "O", "O", "H", "H", "H", "H", "H", "H", "H", "Cl", "C", "C", "C", "C", "C", "C", "N", "C", "C", "N", "C", "O", "C", "C", "C", "Cl", "S", "C", "C", "C", "Cl", "C", "H", "H", "H", "H", "H", "H", "H", "H", "H", "H", "H", "H", "H"],
  "xyz": [[0.39735, 0.20025, 0.64593], [-2.07594, -4.60444, 2.13590], [-1.65992, -3.19373, 2.01815], [-0.93265, -2.58381, 1.09006], [-0.81315, -1.29524, 1.41063], [-1.51630, -1.18481, 2.57927], [-2.03158, -2.31691, 2.96847], [-0.89248, -5.53163, 2.21082], [-0.52372, -6.20150, 3.37005], [0.56465, -7.07001, 3.34980], [1.30616, -7.26081, 2.19260], [0.93699, -6.58601, 1.03252], [-0.16897, -5.74657, 1.05029], [1.60904, -6.76707, -0.25193], [2.39561, -7.68442, -0.68384], [2.61716, -7.40739, -2.03211], [1.94583, -6.34443, -2.29990], [1.28880, -5.86369, -1.21048], [1.70565, -5.60879, -3.54033], [1.56775, -6.26158, -4.75489], [1.18933, -5.53009, -5.87463], [0.95762, -4.16841, -5.77922], [1.13712, -3.50711, -4.56499], [1.01529, -2.00189, -4.54052], [1.16550, -1.40933, -3.20460], [0.30992, -1.26019, -2.19808], [0.93132, -0.62967, -1.19457], [2.20802, -0.47467, -1.65577], [2.37299, -0.91914, -2.86606], [1.51085, -4.23055, -3.45136], [-2.69900, -4.84521, 1.27480], [-2.69659, -4.63618, 3.02676], [-0.51688, -3.06146, 0.21924], [-1.64979, -0.26624, 3.11769], [-1.10380, -6.07695, 4.27646], [0.82005, -7.62645, 4.24230], [2.14097, -7.94912, 2.16849], [-0.49821, -5.30589, 0.11819], [1.72786, -7.32958, -4.81423], [1.06285, -6.03001, -6.82488], [0.65692, -3.61371, -6.66022], [0.08465, -1.64508, -4.98072], [1.84025, -1.57051, -5.10581], [-0.72885, -1.54635, -2.23243], [2.99628, -0.03221, -1.07841], [1.67043, -3.74238, -2.49759], [4.38504, 3.83723, 0.68717], [3.33409, 3.48722, -0.35959], [3.94193, 2.58886, -1.42404], [2.78466, 4.76172, -1.01231], [2.24713, 2.80588, 0.38608], [1.28744, 1.97514, -0.25871], [5.15331, 4.47243, 0.24751], [4.86620, 2.93875, 1.07819], [3.93888, 4.38697, 1.51777], [4.79564, 3.10403, -1.86291], [3.25998, 2.37670, -2.25244], [4.32149, 1.65802, -1.00116], [3.57579, 5.32597, -1.50742], [2.33221, 5.40960, -0.26073], [2.02947, 4.51961, -1.76346], [1.80030, 3.33508, 1.11936], [1.57235, 1.80074, -1.21697], [0.38960, 2.46661, -0.27254], [-5.51677, 3.06299, 5.60839], [-4.36697, 2.82964, 4.67445], [-4.38264, 3.34404, 3.37765], [-3.31307, 3.16038, 2.52185], [-2.21631, 2.43235, 2.97082], [-2.16629, 1.90955, 4.25822], [-3.24578, 2.11415, 5.09800], [-0.86541, 2.27010, 1.89280], [-0.24183, 3.54013, 1.69382], [0.05503, 1.19416, 2.45062], [-1.29574, 1.61244, 0.59227], [-6.40653, 3.38660, 5.07297], [-5.25999, 3.84011, 6.33084], [-5.75696, 2.16069, 6.16975], [-5.24465, 3.90194, 3.03608], [-3.33365, 3.57311, 1.52134], [-1.28991, 1.37614, 4.60257], [-3.21859, 1.71958, 6.10586], [7.30360, -7.49905, 6.92944], [6.33755, -6.24834, 6.26158], [5.11238, -6.55330, 5.67997], [4.33824, -5.53069, 5.16118], [4.75613, -4.20026, 5.20966], [3.88885, -3.12058, 4.59794], [4.05310, -3.13898, 3.08390], [3.46803, -1.97830, 2.41978], [4.06057, -0.74165, 2.30004], [3.17371, 0.05226, 1.64856], [2.05438, -0.70137, 1.35768], [2.25000, -1.90840, 1.86831], [2.50909, -3.32548, 4.89818], [2.09286, -2.69291, 6.09906], [2.86609, -3.17864, 7.30073], [2.73158, -4.49607, 7.84121], [1.63241, -5.63110, 7.34434], [3.80673, -4.80700, 9.15213], [4.39592, -3.22060, 9.03771], [3.79876, -2.46561, 8.01387], [5.99939, -3.93308, 5.77738], [6.59613, -2.30059, 5.85401], [6.79110, -4.93664, 6.31093], [4.78345, -7.58234, 5.63301], [3.38086, -5.76049, 4.70749], [4.19739, -2.13868, 4.97049], [3.59648, -4.03953, 2.67177], [5.11606, -3.15941, 2.84547], [5.05459, -0.54628, 2.66482], [3.24111, 1.09095, 1.35117], [1.57874, -2.74912, 1.81249], [1.03418, -2.92524, 6.21278], [2.20505, -1.60678, 6.02845], [5.16552, -2.88135, 9.71831], [4.07632, -1.44053, 7.81525], [7.75186, -4.70489, 6.74956]],
  "mulliken_charge": [2.751, -1.297, 1.060, -0.596, -0.180, -0.471, -1.047, 0.606, -0.797, -0.665, -1.161, 0.179, 0.169, 0.256, -0.394, -0.502, 0.456, -0.153, -0.047, -0.968, -0.600, -0.890, 1.150, -1.273, 0.678, -0.236, -0.395, -0.769, -0.908, -0.086, 0.339, 0.400, 0.722, 0.665, 0.507, 0.554, 0.603, 0.842, 0.531, 0.427, 0.473, 0.533, 0.339, 0.532, 1.003, 0.504, -1.590, 1.139, -1.568, -1.653, 0.108, -0.828, 0.437, 0.337, 0.391, 0.522, 0.388, 0.282, 0.468, 0.383, 0.336, 0.424, 0.326, 0.439, -1.456, 0.791, -0.960, -0.725, 0.343, -0.223, -0.809, 1.276, -0.688, -0.921, -0.703, 0.377, 0.318, 0.382, 0.378, 0.496, 0.541, 0.411, -0.147, 0.257, -1.055, -0.337, 0.020, -0.612, -1.727, 0.318, -0.676, -0.913, -0.288, -0.296, -0.037, -1.184, 0.267, 0.768, -0.012, -0.001, -0.342, -0.602, 1.095, -0.163, -0.784, 0.482, 0.698, 0.930, 0.432, 0.372, 0.540, 0.701, 0.780, 0.551, 0.470, 0.497, 0.470, 0.516],
  "s2": 0.77,
  "multiplicity": 2,
  "total_charge": 3,
  "gap_ev": [6.76, 3.81],
  "e_homo_ev": [-14.60, -14.60],
  "e_above_lowest_ev": 1.151,
  "lumo_energy_ev": [-7.84, -10.79]
}